Molecular formula: C9H28O5
Method: DFT, ωB97M-V with the def2-TZVPD basis set

Last column: Mulliken charge in e.
Positions of all 42 atoms, in Å:
C -1.9961 -19.3975 -19.6397  -0.53
O -2.2349 -18.7939 -18.4134  -0.55
H -0.9237 -19.4208 -19.8333  0.09
H -2.2665 -20.4534 -19.6412  0.32
H -2.7307 -19.0074 -20.3441  0.40
H -2.2512 -17.8474 -18.5734  0.29
C -1.3777 -16.1324 -20.2825  -0.73
C -0.6255 -14.8388 -20.6845  -0.55
O -1.2756 -14.2615 -21.7999  -0.52
H -2.4498 -15.9522 -20.3621  0.40
H -1.2383 -16.3444 -19.2225  0.43
H -1.1138 -17.0461 -20.8152  0.05
H 0.4180 -15.0541 -20.9140  0.27
H -0.7797 -14.1680 -19.8393  0.37
H -1.8258 -13.5326 -21.5041  0.30
C 1.0726 -20.7553 -16.1573  -1.18
C 0.9580 -20.3109 -17.6248  0.34
O 2.2773 -19.9217 -18.1448  -0.39
H 0.0843 -20.6577 -15.7079  0.33
H 1.7583 -20.0988 -15.6217  0.41
H 1.3808 -21.8005 -16.1304  0.33
H 0.1701 -19.5732 -17.7768  0.15
H 0.6538 -21.1714 -18.2208  0.11
H 2.5950 -20.5403 -18.8066  0.39
C -0.5019 -19.0666 -23.0723  -1.03
C -0.7936 -17.7548 -23.6504  0.04
O 0.4082 -17.0759 -23.8561  -0.35
H -1.3982 -19.5211 -22.6501  0.31
H 0.1036 -18.8755 -22.1863  0.22
H 0.0617 -19.7500 -23.7074  0.37
H -1.4007 -17.1684 -22.9607  0.22
H -1.3222 -17.8170 -24.6016  0.31
H 0.1638 -16.1489 -23.8046  0.38
C -1.4103 -23.6557 -17.3773  -0.70
C -1.4989 -23.7228 -18.9287  0.10
O -0.6656 -24.7547 -19.3854  -0.52
H -2.3734 -23.8298 -16.8976  0.31
H -0.9076 -22.7651 -17.0002  -0.04
H -0.8163 -24.5042 -17.0375  0.31
H -1.2205 -22.6959 -19.1654  -0.07
H -2.5594 -23.8503 -19.1457  0.35
H -0.7171 -24.7873 -20.3435  0.29

Atomic forces in eV per Å
-0.658 -1.146 -0.328
0.046 0.012 1.138
0.017 0.595 -0.950
-0.108 -0.199 0.711
0.819 0.412 -0.802
-0.074 0.109 0.213
0.005 0.212 0.421
-1.463 -0.820 0.608
0.339 -0.043 -0.749
-0.061 -0.013 -0.326
0.455 0.065 0.144
0.070 0.196 -0.239
0.010 0.347 0.107
0.789 0.079 0.091
0.017 0.004 -0.086
-0.109 0.514 -0.040
1.306 -1.582 -1.075
-1.716 0.689 1.156
0.005 -0.041 0.006
0.017 -0.192 0.050
0.202 0.175 0.119
0.379 0.901 0.143
-0.168 -0.034 -0.042
-0.043 -0.398 -0.279
0.317 -1.180 1.186
0.266 0.287 0.256
-0.060 0.131 -0.045
-0.161 -0.221 -0.529
0.318 -0.048 0.048
-0.251 0.009 -0.095
-0.461 0.304 -0.101
-0.406 0.047 -0.477
0.366 0.799 -0.227
0.213 -1.190 -0.076
-0.529 0.748 2.372
0.051 0.366 -0.258
-0.038 0.491 -0.022
-0.300 0.090 -0.030
0.197 -0.052 -0.059
0.323 -0.045 -1.201
0.066 -0.243 -0.596
0.013 -0.134 -0.138

Summary:
Multiplicity: 2
E_HOMO (alpha / beta): -12.82 / -12.43 eV
Orbital gap (alpha / beta): 0.3770 / 0.0787 Eh
Total charge: +1

Molecular formula: C9H30BeO10S
Method: DFT, ωB97M-V with the def2-TZVPD basis set

Last column: Mulliken charge in e.
Positions of all 51 atoms, in Å:
Be 0.3244 -1.7238 -0.2798  -0.17
S -1.3407 -1.3274 1.3014  1.17
O -2.7345 -1.0843 0.9423  -0.63
O -0.4140 -0.3308 0.6539  -0.42
O -1.1389 -1.1238 2.7700  -0.69
O -0.7724 -2.6435 0.5988  -0.45
C 0.9295 2.4982 -2.5572  -0.69
O 0.3724 1.4370 -1.8335  -0.23
H 0.2073 3.3555 -2.5709  0.25
H 1.8573 2.8840 -2.1394  0.28
H 0.9303 2.1785 -3.5892  0.25
H 0.4263 1.6477 -0.9108  0.16
C -3.8862 2.4873 -2.1109  -0.24
O -5.3229 2.7829 -2.2226  -0.56
H -3.3587 2.9972 -2.9227  0.25
H -3.5122 2.9018 -1.1750  0.21
H -3.8121 1.4114 -2.3300  0.05
H -5.4810 3.6876 -1.9235  0.29
C -2.4796 2.0899 2.5277  -0.62
O -1.6222 2.6788 1.5786  -0.59
H -1.9987 1.4615 3.2707  0.23
H -3.1080 2.9201 2.9422  0.29
H -3.1633 1.4136 2.1149  0.29
H -0.8788 2.0818 1.4498  0.32
C -2.3094 -1.2341 -2.9001  -0.73
C -0.9656 -1.9966 -2.8162  -0.46
O -0.0011 -1.3655 -1.9219  -0.09
H -2.3845 -0.6203 -1.9750  0.04
H -3.1520 -1.9114 -2.9975  0.36
H -2.2316 -0.5695 -3.8178  0.30
H -0.4370 -2.0366 -3.7709  0.38
H -1.1602 -3.0108 -2.5392  0.31
H 0.5623 -0.7448 -2.3041  0.34
C 3.1300 -0.4455 3.5952  -1.15
C 1.6723 -0.5574 3.1930  0.21
O 1.5771 -1.8238 2.4906  -0.65
H 3.5372 -1.3591 4.0628  0.27
H 3.3452 0.4275 4.2113  0.39
H 3.6278 -0.2719 2.6476  0.17
H 1.3436 0.2724 2.5866  0.00
H 1.0801 -0.6043 4.1159  0.42
H 0.6519 -2.1021 2.6131  0.25
C 4.3254 -1.9639 0.5063  -1.21
C 3.2307 -1.1588 -0.2230  -0.24
O 1.9688 -1.9028 -0.1418  0.06
H 3.9904 -2.4840 1.4026  0.36
H 5.1677 -1.2968 0.7027  0.36
H 4.8835 -2.6326 -0.1624  0.33
H 3.3637 -0.9906 -1.2753  0.45
H 3.1409 -0.1724 0.2246  0.24
H 2.0192 -2.1254 0.9078  0.49

Atomic forces in eV per Å
-1.208 1.211 0.360
-2.250 1.655 1.696
1.407 -0.922 -0.172
1.527 -0.539 -1.699
0.258 -2.053 -1.930
0.646 1.587 0.463
-1.614 1.505 -0.279
0.316 -0.857 -0.241
0.524 -0.386 0.169
0.337 -0.302 -0.346
0.793 -0.053 -0.267
-0.311 -0.077 0.868
-1.512 0.706 -0.956
0.865 -0.111 0.098
0.064 0.049 -0.045
0.224 -0.822 0.179
0.214 0.421 0.830
0.175 -0.256 -0.070
-0.680 1.219 0.916
0.634 0.040 -0.199
0.490 0.502 0.461
0.788 -0.713 0.118
-1.111 -1.021 -1.254
-0.144 -0.171 -0.109
1.538 1.211 -0.549
-0.257 0.787 -0.923
-1.556 -2.854 2.160
-0.277 -0.390 -0.648
0.005 0.005 0.052
-0.503 -0.540 1.240
-0.301 -0.021 -0.093
0.374 -0.520 0.817
1.053 2.009 -1.264
0.223 0.281 -0.647
0.709 -1.031 1.502
-0.217 0.176 0.129
-0.397 0.427 -0.168
-0.178 -0.063 0.128
0.764 -0.093 -0.054
-0.194 0.135 -0.286
-0.278 -0.060 -0.528
-0.054 0.053 -0.059
1.004 0.480 -1.577
-0.259 -0.472 0.260
0.419 -0.625 3.032
-0.005 0.216 -0.055
-0.350 0.375 0.722
-0.875 -0.505 0.011
0.591 -0.145 -0.469
-0.428 0.035 0.292
-0.985 0.515 -1.617

Summary:
E_HOMO: -9.31 eV
Orbital gap: 0.3386 Eh
Total charge: 0

Molecular formula: C9H30ClNO8
Method: DFT, ωB97M-V with the def2-TZVPD basis set

Last column: Mulliken charge in e.
Positions of all 49 atoms, in Å:
N 0.5492 -0.4790 1.1204  0.09
H 0.5014 -1.5064 1.1709  0.37
H 1.2752 -0.1201 1.7623  0.43
H -0.3612 -0.0799 1.3850  0.24
H 0.8405 -0.1973 0.1825  0.11
Cl -0.7199 -3.8184 0.3277  1.80
O -1.7083 -3.3504 -0.6158  -0.69
O -1.0755 -5.0993 0.8461  -0.69
O 0.5724 -3.8609 -0.3118  -0.71
O -0.6600 -2.8476 1.4180  -0.80
O 2.7335 0.2210 2.7811  -0.60
H 3.5723 -0.2202 2.6149  0.26
H 2.7684 0.4816 3.7065  0.28
C -3.0061 0.3068 -2.3712  -1.55
C -1.7303 0.0186 -1.5764  1.01
C -0.7642 1.2043 -1.6319  -1.16
O -2.0859 -0.2351 -0.2144  -0.40
H -3.5909 -0.6105 -2.4550  0.39
H -2.8064 0.7180 -3.3607  0.40
H -3.6107 1.0433 -1.8360  0.32
H -1.2330 -0.8457 -2.0307  0.02
H 0.2530 0.8898 -1.3992  0.05
H -1.0964 1.9360 -0.8900  0.19
H -0.7802 1.6435 -2.6251  0.48
H -2.5177 -1.0994 -0.1770  0.24
C -0.5439 3.0347 2.3075  -1.23
C -1.4520 2.1396 3.1496  0.47
C -2.8170 2.7572 3.3177  -1.33
O -1.5482 0.8192 2.5631  -0.52
H 0.3397 2.5252 1.9192  0.28
H -0.1531 3.8383 2.9378  0.42
H -1.0863 3.4577 1.4588  0.26
H -0.9608 1.9720 4.1109  0.23
H -3.3343 2.7118 2.3540  0.38
H -2.7070 3.7936 3.6427  0.37
H -3.4609 2.2827 4.0574  0.32
H -2.2404 0.8750 1.8903  0.23
C 1.9059 -2.1271 -2.7485  -1.07
C 3.0438 -1.3679 -2.0792  0.40
C 3.7415 -0.4082 -3.0439  -1.32
O 2.4517 -0.6102 -1.0017  -0.35
H 2.2554 -2.8236 -3.5050  0.44
H 1.1799 -1.4237 -3.1658  0.24
H 1.3783 -2.6840 -1.9690  0.16
H 3.7529 -2.1191 -1.7198  0.33
H 4.7213 -0.1059 -2.6594  0.36
H 3.1946 0.5357 -3.1193  0.30
H 3.8099 -0.8210 -4.0484  0.36
H 3.2098 -0.3448 -0.4690  0.17

Atomic forces in eV per Å
0.768 0.677 0.137
-0.429 -0.213 -0.011
-0.323 -0.310 -0.064
0.006 -0.100 -0.046
-0.229 -0.288 -0.037
-0.194 0.015 -0.124
-0.130 0.047 -0.119
0.009 0.023 -0.031
0.123 -0.020 0.077
0.138 -0.006 0.294
0.250 0.111 0.076
0.009 -0.068 0.008
-0.077 0.017 0.040
-0.023 0.016 0.300
-0.259 0.428 -0.728
-0.412 -0.417 0.564
0.284 0.039 -0.045
-0.064 0.062 -0.134
0.088 -0.225 -0.078
0.039 -0.003 0.044
-0.064 -0.162 0.299
0.061 0.139 -0.071
0.104 0.163 -0.147
0.102 0.096 -0.022
0.234 -0.190 0.049
0.099 0.171 0.145
0.656 -0.639 -0.216
-0.208 0.191 0.181
-0.300 0.614 0.113
-0.128 -0.273 0.073
-0.210 0.173 -0.153
0.035 0.059 0.035
-0.149 -0.011 0.053
-0.030 0.277 0.038
-0.077 0.068 -0.242
0.210 -0.323 -0.009
0.036 -0.307 -0.154
-0.348 0.262 0.803
-0.669 -0.054 -1.299
0.092 0.431 0.406
0.795 -0.312 0.231
0.077 0.080 -0.117
0.132 -0.005 -0.231
0.064 -0.111 -0.232
0.019 0.202 0.390
0.119 -0.257 -0.241
-0.324 -0.213 -0.016
0.281 -0.113 0.056
-0.184 0.260 0.155

Summary:
E_HOMO: -9.27 eV
Orbital gap: 0.3278 Eh
Total charge: 0

Energy above the lowest of the compared OMol25 structures with the same formula, charge and spin for the records above, in order: 2.940; 0.000; 0.000 eV